Entry 1:
Formula: C22H15ClHfIN2OSi
Source: the OMol25 dataset
Level of theory: wB97M-V/def2-TZVPD

Its HOMO energy is -11.611 eV. Its total energy is -2127.25634 Eh. The charge is +1. The spin multiplicity is 1. For the HOMO-LUMO gap, the calculation gives 6.56 eV. For the energy relative to the best compared isomer or geometry (same formula, charge and spin), the calculation gives 6.1 kcal/mol. Its LUMO energy is -5.05 eV.

XYZ file:
```
44
Properties=species:S:1:pos:R:3:forces:R:3:mulliken_charge:R:1
Hf -0.050400 0.664100 0.070200 0.4 1.6 2.1 0.98
Cl 3.997700 0.044400 5.672100 0.1 0.0 0.0 -0.20
C 3.295600 0.009500 4.105400 0.1 0.0 -0.4 0.43
C 4.099200 -0.019100 2.989700 -0.1 0.0 0.5 -0.43
C 3.529700 -0.076300 1.715500 -0.5 0.0 -1.0 -0.59
I 4.694000 -0.127200 -0.029300 0.0 0.0 0.5 0.13
C 2.156700 -0.089100 1.520000 1.7 0.0 2.1 0.47
O 1.634800 -0.224100 0.303500 -1.0 -0.5 -1.1 -0.97
C 1.317400 0.014600 2.668800 0.6 -0.2 0.0 0.89
N -0.036500 0.078500 2.467300 0.5 0.3 -1.3 -0.30
C -0.826100 0.056300 3.530000 -0.6 0.0 -0.4 -0.12
C -0.355700 0.009200 4.843500 0.3 0.0 -0.1 -0.93
C 0.998200 0.012200 5.066300 -0.2 0.0 -0.2 -0.55
C 1.884200 0.016000 3.975000 -0.1 0.1 -0.4 0.24
H 5.173300 -0.018000 3.103000 0.0 0.0 0.0 0.44
H -1.890800 0.064900 3.331000 0.0 0.1 0.0 0.43
H -1.051300 -0.023100 5.664500 -0.1 0.0 0.0 0.42
H 1.397200 0.000300 6.067600 0.0 0.0 0.1 0.45
N -0.166600 3.970700 0.093700 0.1 0.4 0.0 -0.35
C 0.172400 2.894700 0.339100 -0.5 -1.1 -0.2 0.02
C -4.268100 2.599100 -3.559200 0.2 0.0 0.0 -0.44
C -2.891100 2.461400 -3.460100 0.1 0.2 -0.2 -0.89
C -2.352300 1.653000 -2.473600 0.1 -0.3 0.3 -0.13
C -3.177900 0.960200 -1.587300 0.5 -0.2 0.4 1.10
C -4.558200 1.105300 -1.711500 0.0 0.0 0.1 -0.37
C -5.101800 1.922000 -2.683700 0.0 0.0 0.0 -0.70
Si -2.496200 -0.170000 -0.212500 -2.0 -0.8 -0.6 0.67
C -3.233800 -1.905400 -0.404300 0.3 0.4 0.1 0.39
C -3.037500 -2.659200 -1.562400 0.1 0.2 0.1 -0.37
C -3.661800 -3.882100 -1.723000 0.0 -0.1 -0.1 -0.62
C -4.491600 -4.373900 -0.726400 0.0 0.0 0.0 -0.44
C -4.690600 -3.639900 0.431900 -0.1 -0.2 0.0 -0.55
C -4.063200 -2.419300 0.592200 0.1 0.2 0.0 -0.14
H -4.690800 3.234100 -4.322300 0.0 0.1 -0.1 0.39
H -2.246000 2.981300 -4.153300 0.0 0.1 0.0 0.39
H -1.250700 1.541000 -2.401100 -0.3 0.1 -0.2 -0.16
H -5.205100 0.568100 -1.032300 -0.1 0.0 0.0 0.38
H -6.173200 2.024700 -2.758600 -0.1 0.0 0.0 0.39
H -3.140700 0.354500 1.069400 0.5 0.0 -0.2 -0.16
H -2.401300 -2.279400 -2.351700 0.0 0.0 -0.1 0.34
H -3.505200 -4.450300 -2.628200 0.0 0.0 -0.1 0.38
H -4.981800 -5.327300 -0.854300 0.0 -0.1 0.0 0.39
H -5.338500 -4.013600 1.210800 -0.1 -0.1 0.0 0.38
H -4.229000 -1.848400 1.494100 -0.1 0.0 0.1 0.31
```
Positions in Å, forces in eV/Å.

Entry 2:
Formula: C22H15F3N3
Source: the OMol25 dataset
Level of theory: wB97M-V/def2-TZVPD

Its HOMO energy is -2.642 eV. Its total energy is -1311.23693 Eh. The charge is -1. The spin multiplicity is 1. For the HOMO-LUMO gap, the calculation gives 5.26 eV. Its LUMO energy is 2.62 eV.

XYZ file:
```
43
Properties=species:S:1:pos:R:3:forces:R:3:mulliken_charge:R:1
F 5.916532 2.713256 -3.184387 1.2 0.0 0.2 -0.28
C 5.662957 1.555321 -2.547849 -3.7 -0.6 -0.2 0.96
F 6.277561 0.536070 -3.175247 1.1 0.4 0.2 -0.28
F 6.074741 1.628665 -1.269363 1.3 0.2 0.0 -0.26
C 4.171389 1.307196 -2.557209 1.1 0.2 -0.2 0.10
C 3.690362 0.011104 -2.546275 0.0 -0.2 0.0 -0.61
C 2.340761 -0.225750 -2.546990 0.4 0.0 0.1 -0.87
C 1.430502 0.845558 -2.555160 -1.2 -0.1 0.0 1.40
C 0.035884 0.595523 -2.558500 2.2 -2.4 0.0 -0.97
C -0.905640 1.524518 -2.551220 -3.9 4.2 0.0 0.33
N -1.739627 2.375727 -2.549258 1.5 -1.6 0.1 -0.78
C 1.939911 2.155833 -2.554858 0.3 0.3 0.0 -0.83
C 3.292885 2.374766 -2.553280 -0.1 0.1 0.0 -0.59
H 4.400958 -0.799637 -2.542286 0.0 -0.3 0.0 0.37
H 1.971185 -1.237970 -2.535680 -0.1 -0.2 0.0 0.31
H -0.291069 -0.428812 -2.546847 -0.1 -0.3 0.0 0.28
H 1.256137 2.988820 -2.553508 -0.2 0.1 0.0 0.35
H 3.698044 3.374213 -2.554828 -0.1 0.2 0.0 0.38
C -1.322065 -0.033507 5.944086 0.0 -0.1 0.3 -0.43
C -1.055666 1.253993 5.518815 -0.1 -0.1 0.2 -0.43
C -0.811851 1.510673 4.190576 0.1 0.0 -0.7 -0.18
C -0.824591 0.477334 3.253202 -0.2 -0.7 1.7 0.29
N -0.543069 0.733543 1.935973 0.6 -1.2 -3.7 -0.61
C -0.531184 -0.146353 1.041166 -1.1 -0.9 0.2 0.84
N -0.622571 -1.090605 0.219838 2.1 2.8 2.9 -0.52
C -1.810199 -1.542722 -0.294952 -1.8 -0.3 -0.9 0.19
C -1.850436 -2.723866 -1.036341 0.6 0.3 0.4 -0.21
C -3.028915 -3.161386 -1.591533 -0.3 -0.1 -0.1 -0.50
C -4.192353 -2.435766 -1.421157 -0.2 -0.1 -0.1 -0.38
C -4.175686 -1.276891 -0.668762 -0.1 0.0 0.0 -0.72
C -3.001429 -0.837280 -0.104470 0.4 -0.1 0.1 -0.17
C -1.111926 -0.816414 3.697270 0.0 0.2 -0.2 -0.36
C -1.354038 -1.066926 5.027357 0.0 0.0 0.1 -0.68
H -1.497989 -0.235414 6.987538 0.0 0.0 0.2 0.37
H -1.028049 2.055929 6.236021 0.0 0.2 0.1 0.37
H -0.604432 2.510177 3.852501 0.1 0.2 -0.1 0.46
H -0.945583 -3.293871 -1.148286 0.3 -0.1 -0.1 0.42
H -3.047766 -4.070088 -2.167682 0.0 -0.2 -0.1 0.37
H -5.110816 -2.768819 -1.874925 -0.2 -0.1 -0.1 0.38
H -5.080216 -0.708635 -0.532673 -0.2 0.1 0.0 0.36
H -2.981944 0.061656 0.485678 0.0 0.3 0.0 0.40
H -1.134090 -1.616355 2.978927 0.0 -0.3 -0.2 0.36
H -1.556588 -2.072801 5.354571 -0.1 -0.2 0.0 0.37
```
Positions in Å, forces in eV/Å.

Entry 3:
Formula: C22H15HfN2O4S2
Source: the OMol25 dataset
Level of theory: wB97M-V/def2-TZVPD

Its HOMO energy is -11.219 eV. Its total energy is -2101.96672 Eh. The charge is +1. The spin multiplicity is 1. For the HOMO-LUMO gap, the calculation gives 6.76 eV. For the energy relative to the best compared isomer or geometry (same formula, charge and spin), the calculation gives 0.0 kcal/mol. Its LUMO energy is -4.46 eV.

XYZ file:
```
46
Properties=species:S:1:pos:R:3:forces:R:3:mulliken_charge:R:1
Hf -0.909452 -0.175417 0.326581 -0.2 0.4 -0.1 0.59
O -0.871366 -0.640006 2.242140 -1.6 -1.2 1.7 -0.44
N -1.882952 -1.443811 2.774292 0.2 0.0 0.2 0.23
C -2.099206 -1.407137 4.134886 0.3 -0.9 -0.3 -0.17
C -2.901091 -2.374270 4.727501 0.1 0.7 -0.3 -0.60
C -3.534589 -3.347066 3.937879 0.7 -0.5 -1.6 -0.14
C -3.297366 -3.387006 2.535218 0.8 1.8 1.9 -0.77
C -2.483045 -2.344252 1.946214 -0.6 -1.7 0.8 0.70
S -2.154202 -2.445696 0.245006 0.2 0.5 0.1 -0.36
H -1.481733 -0.712502 4.705056 -0.3 0.0 -0.4 0.45
H -3.005750 -2.395774 5.817747 0.0 0.2 -0.5 0.38
H -4.089306 -4.155494 4.430401 0.1 0.4 -0.3 0.37
H -3.577684 -4.214880 1.905553 -0.4 0.1 -0.1 0.41
C 3.619732 -2.660050 -1.292022 0.1 0.7 0.2 -0.61
C 2.400523 -3.013643 -0.685865 -0.9 0.5 0.6 -0.87
C 1.591955 -2.019907 -0.094496 -0.2 -1.2 0.4 -0.27
C 1.937422 -0.652267 -0.057629 3.2 -0.6 -2.0 0.77
C 1.111978 0.391698 0.366095 -0.5 0.3 0.8 0.83
C 1.553669 1.694523 0.439563 1.4 -0.1 -0.5 -0.82
C 2.875676 1.978383 -0.028333 0.4 1.2 0.5 -0.73
C 3.720396 0.996953 -0.499599 -0.8 0.6 -0.5 -0.88
C 3.285761 -0.342505 -0.615051 -2.2 0.3 1.2 0.77
C 4.046369 -1.334314 -1.209757 0.9 -0.9 -0.5 -0.66
H 4.267280 -3.381102 -1.785672 -0.3 0.0 0.2 0.41
H 2.034329 -4.056599 -0.584659 0.6 0.8 -0.3 0.40
H 0.732257 -2.398046 0.515408 0.5 0.4 -0.6 0.29
H 0.954059 2.495164 0.862203 0.0 0.0 -0.2 0.79
H 3.268007 3.033246 0.004327 -0.6 -1.2 0.0 0.37
H 4.672686 1.294342 -0.926588 0.1 -0.1 0.2 0.39
H 5.030907 -1.018126 -1.610277 -0.7 -0.5 0.2 0.36
O 0.853147 4.743624 -0.643019 -1.1 -0.7 -0.4 -0.54
S -0.508523 4.445651 -1.023721 -1.7 2.5 -0.5 1.17
O -1.332088 5.529781 -1.606392 1.6 -2.3 1.4 -0.63
N -1.246255 3.648277 0.244390 -0.6 -0.4 0.2 -0.47
C -1.636528 2.439197 -0.077090 1.5 3.4 1.6 0.19
O -1.890928 1.539777 0.809299 -0.8 -1.1 0.4 -0.50
C -1.390109 2.049116 -1.422988 0.1 -1.4 -1.8 0.87
C -1.616720 0.740992 -1.955346 0.2 1.9 -1.4 -0.92
C -1.092462 0.564528 -3.264428 0.2 -0.6 0.5 -0.46
C -0.415690 1.600094 -3.916329 -0.5 -0.8 -0.7 -0.74
C -0.294038 2.863698 -3.372125 0.8 0.9 -1.1 -0.23
C -0.702410 3.053874 -2.100916 -0.4 -1.0 0.8 -0.17
H -2.421806 0.072105 -1.600152 0.3 0.2 0.0 0.86
H -1.193608 -0.423795 -3.734461 0.0 0.6 0.0 0.46
H -0.054454 1.454168 -4.931545 0.0 -0.2 0.2 0.45
H 0.127200 3.714486 -3.931315 0.0 -0.7 0.2 0.46
```
Positions in Å, forces in eV/Å.

Entry 4:
Formula: C22H15IrN4O4
Source: the OMol25 dataset
Level of theory: wB97M-V/def2-TZVPD

Its HOMO energy (alpha / beta) is -15.180 / -15.181 eV. Its total energy is -1471.13402 Eh. The charge is +2. The spin multiplicity is 1. For the HOMO-LUMO gap (alpha / beta), the calculation gives 7.08 / 6.99 eV. Its LUMO energy (alpha / beta) is -8.10 / -8.19 eV.

XYZ file:
```
46
Properties=species:S:1:pos:R:3:forces:R:3:mulliken_charge:R:1
Ir 0.671011 0.362996 0.022413 -5.4 -1.1 -0.1 1.41
C 1.666811 3.213096 -3.282587 -0.1 0.0 0.2 -0.81
C 0.559811 4.038896 -3.397587 0.2 -0.1 0.0 -0.44
C -0.500189 3.870096 -2.521187 0.1 -0.3 0.3 -0.78
C -0.444389 2.854496 -1.569487 -0.1 0.3 -0.3 0.70
N 0.651211 2.087696 -1.451887 0.7 -1.8 0.3 -0.17
C 1.674411 2.261096 -2.273187 0.7 0.4 -0.7 0.22
C -1.550189 2.516196 -0.665787 -0.4 0.3 -0.2 0.68
C -2.839889 3.040296 -0.765487 0.3 -0.3 0.2 -0.78
C -3.811089 2.586196 0.113613 0.2 -0.1 0.0 -0.84
C -3.483689 1.638096 1.070213 0.4 0.0 -0.1 -0.65
C -2.181089 1.141296 1.101613 -0.4 -0.1 0.2 1.02
N -1.259689 1.597696 0.254113 2.1 -0.8 -0.2 -0.01
C -1.724389 0.071596 2.000213 -0.5 -0.2 0.2 0.47
C -2.584389 -0.666804 2.810013 0.3 0.3 -0.2 -0.68
C -2.077289 -1.704504 3.574013 0.2 0.0 -0.1 -0.58
C -0.715289 -1.961704 3.536113 0.0 0.3 0.0 -0.77
C 0.083511 -1.169204 2.725013 0.1 -0.6 0.7 0.03
N -0.411189 -0.200904 1.967613 1.4 -0.5 -1.5 -0.31
H 2.513411 3.309996 -3.944687 0.0 0.0 0.0 0.42
H 0.526911 4.807896 -4.155887 0.0 0.0 0.0 0.47
H -1.359889 4.517096 -2.584087 -0.1 0.0 0.0 0.38
H 2.539611 1.632696 -2.117287 0.0 -0.1 0.0 0.39
H -3.087989 3.769796 -1.518087 0.0 0.0 -0.1 0.33
H -4.823789 2.952496 0.038213 0.0 0.1 0.0 0.47
H -4.230589 1.292496 1.766413 0.0 -0.1 0.0 0.37
H -3.637889 -0.448804 2.827613 -0.1 0.0 0.0 0.35
H -2.733989 -2.298004 4.192613 0.0 0.0 0.0 0.49
H -0.276089 -2.746804 4.130313 0.1 0.0 0.0 0.46
H 1.155511 -1.314904 2.699313 0.0 0.0 -0.1 0.47
O 4.873511 -1.112704 0.306313 0.4 -0.2 0.0 -0.40
C 3.594911 -0.914404 0.209613 -0.4 -0.2 -0.1 0.46
O 3.057311 0.179196 0.332013 -0.3 0.8 0.2 -0.56
C 2.767911 -2.120904 -0.084787 0.3 -0.4 0.0 0.38
C 3.206011 -3.438004 -0.153487 0.1 0.6 0.1 -0.62
C 2.274011 -4.430704 -0.438487 -0.4 -0.1 -0.1 -0.38
C 0.944711 -4.095604 -0.647987 0.7 0.2 0.2 -0.73
C 0.611911 -2.751104 -0.567587 -1.9 0.2 -0.3 0.72
N 1.482911 -1.814704 -0.288687 0.6 1.8 0.3 -0.08
C -0.866489 -2.233604 -0.765187 2.5 -3.2 1.0 0.12
O -1.738089 -3.059504 -0.736687 -0.6 0.5 -0.3 -0.59
O -0.905389 -0.987504 -0.902987 -0.1 4.5 0.3 -0.62
H 5.387211 -0.305104 0.497113 -0.3 0.0 0.0 0.42
H 4.243811 -3.678904 0.015113 0.1 0.0 0.0 0.54
H 2.578911 -5.463504 -0.498887 0.1 -0.1 0.0 0.49
H 0.177611 -4.823504 -0.857587 -0.1 0.0 0.0 0.55
```
Positions in Å, forces in eV/Å.

- Look up the charge of the first one.
  +1